A 3-piece molecular cluster, C28H57N6O5P2 overall in a non-equilibrium geometry, computed with ωB97M-V/def2-TZVPD.

Cartesian coordinates (Å):
C: -4.503 -3.199 -3.522
H: 0.500 3.254 -2.209
C: -0.135 -2.840 3.358
H: -4.120 -7.472 -1.110
H: 3.930 6.509 -1.972
N: 0.289 7.109 1.710
H: 2.617 2.194 -3.292
H: -1.235 -0.086 0.632
H: 1.462 -3.971 2.486
H: 0.066 -3.271 4.339
H: 4.535 5.172 4.094
H: 3.920 7.489 5.041
H: -3.948 -5.982 -0.177
C: 3.266 9.002 1.749
H: 2.163 0.700 -2.496
C: -3.918 -4.512 -4.046
H: -5.933 -6.649 -3.877
H: -6.606 -3.727 -3.406
C: -6.078 -6.598 -2.805
O: -2.764 -5.285 -2.210
H: -7.086 -6.222 -2.623
H: -1.260 0.483 2.302
H: 6.600 4.162 3.356
C: -4.785 -5.026 -5.209
H: 1.214 0.822 0.763
C: -2.528 -4.275 -4.627
H: 2.530 8.389 4.372
C: 1.129 6.403 2.061
C: 1.254 0.411 1.774
N: 2.189 4.148 -0.750
N: 3.234 5.988 0.315
H: 4.064 2.996 0.770
C: 2.993 4.601 0.161
O: 5.159 7.755 -0.313
H: -4.495 -6.038 -5.494
P: 4.535 6.495 -0.706
H: 2.537 6.636 4.370
H: -1.216 -3.617 -0.678
H: 5.917 3.189 4.638
C: 4.289 4.786 2.029
C: -5.801 -3.398 -2.743
C: -1.062 -0.382 1.668
H: -4.914 -3.957 -0.877
N: 3.608 3.845 1.083
H: 2.120 -4.227 0.237
C: 5.764 3.508 3.610
H: -3.769 -2.713 -2.869
C: -4.613 -6.541 -0.832
P: 4.022 7.600 2.626
H: 1.082 1.379 -3.737
H: 0.100 -0.783 4.003
H: -6.535 -4.586 -1.092
O: 2.129 -1.804 0.714
H: -0.106 -4.729 2.304
H: -1.222 -2.754 3.282
H: -2.611 -3.621 -5.496
H: 5.791 2.636 2.955
H: 0.363 1.733 -1.313
C: -5.016 -5.745 -2.069
H: 5.430 5.406 -0.713
C: 3.421 6.019 1.802
C: 0.291 -3.200 0.852
H: 3.601 3.688 3.767
H: 3.426 9.857 2.409
H: -6.125 -2.442 -2.328
H: -1.796 -1.136 1.938
C: 1.765 1.618 -2.927
N: 0.842 -1.806 0.820
H: -2.076 -5.214 -4.949
C: 0.408 -3.767 2.273
H: -5.517 -6.785 -0.271
O: 2.085 5.557 2.286
H: -6.044 -7.631 -2.459
H: -4.639 -4.381 -6.076
H: 2.296 0.215 2.019
C: -5.594 -4.400 -1.613
C: 1.092 -4.092 -0.090
C: 3.170 7.515 4.256
H: -5.851 -5.017 -4.994
H: 1.590 -1.571 3.512
N: -3.810 -5.510 -2.929
C: 0.528 -1.467 3.266
O: 2.029 2.800 -0.830
H: -4.665 -2.528 -4.369
H: -1.859 -3.803 -3.912
H: -1.663 -2.280 0.319
C: 1.054 2.393 -1.835
C: 4.455 4.289 3.459
H: 1.102 -3.683 -1.101
H: 1.698 4.787 -1.367
C: -1.171 -3.246 0.346
H: 5.301 4.913 1.633
H: -1.783 -3.911 0.957
H: 0.613 -5.071 -0.126
H: 3.790 9.195 0.819
H: 2.194 8.925 1.567
H: 0.885 1.171 2.465
C: 0.393 -0.840 1.876

Properties
charge	+1
calculated total energy	-2488.0722	Ha
max |F|	0.029	Eh/bohr
HOMO energy (alpha / beta)	-0.356 / -0.394	Eh
lowest unoccupied orbital energy (alpha / beta)	-3.20 / -3.20	eV
multiplicity	3